#1
An isolated ion of composition C3H11N2 and charge +1, computed with ωB97M-V/def2-TZVPD.

Its SMILES is C[NH2+]CCN. For the LUMO energy, the calculation gives -3.341 eV. The calculation puts the HOMO-LUMO gap at 0.4101 Ha.

The geometry in ORCA input format:
```
! wB97M-V def2-TZVPD RIJCOSX def2/J DEFGRID3
* xyz 1 1
C -0.220 -1.339 -1.643
N -0.818 -0.344 -0.648
C -0.503 -0.319 0.888
C 0.243 0.985 1.227
N 1.415 1.205 0.311
H -0.523 -2.300 -1.227
H -0.734 -1.088 -2.585
H 0.822 -1.243 -1.644
H -0.437 0.688 -0.998
H -1.873 -0.210 -0.466
H 0.227 -1.175 1.051
H -1.518 -0.356 1.292
H 0.439 0.778 2.317
H -0.517 1.790 1.080
H 2.263 0.752 0.753
H 1.733 2.175 0.292
*
```

***

#2
A 2-piece molecular cluster, C3H11N2 overall, computed with ωB97M-V/def2-TZVPD.

For the LUMO energy, the calculation gives -3.652 eV. The calculation puts the HOMO-LUMO gap at 0.4207 Ha.

The geometry in ORCA input format:
```
! wB97M-V def2-TZVPD RIJCOSX def2/J DEFGRID3
* xyz 1 1
C -2.511 1.059 0.017
N -1.848 -0.066 -0.220
H -3.513 1.059 -0.470
H -2.073 1.863 0.644
H -0.412 -0.222 -0.031
H -2.293 -0.661 -0.910
C 1.288 0.748 -0.670
N 0.653 -0.477 -0.128
C 1.421 -1.150 1.040
H 1.197 1.421 0.177
H 2.279 0.387 -1.032
H 0.600 1.115 -1.450
H 0.596 -1.143 -0.963
H 1.542 -0.409 1.899
H 2.343 -1.573 0.633
H 0.730 -1.950 1.464
*
```

***

Quick one: most stable of them? #1

***

#1
A 2-piece molecular cluster, C3H11N2 overall, computed with ωB97M-V/def2-TZVPD.

For the LUMO energy, the calculation gives -3.747 eV. The calculation puts the HOMO-LUMO gap at 0.3671 Ha.

The geometry in ORCA input format:
```
! wB97M-V def2-TZVPD RIJCOSX def2/J DEFGRID3
* xyz 1 1
C 0.362 -2.265 -1.753
N 0.172 -0.819 -1.418
H -0.425 -2.635 -2.396
H 1.271 -2.466 -2.496
H 0.830 -2.930 -0.925
H 0.784 -0.419 -0.731
H -0.856 -0.806 -1.076
H 0.151 -0.201 -2.343
C -0.248 2.609 1.497
C -0.214 0.282 1.670
N -0.446 1.287 0.907
H -0.270 3.403 0.738
H 0.484 2.656 2.293
H -1.253 2.707 1.886
H -0.575 -0.744 1.557
H 0.233 0.341 2.590
*
```

***

#2
A 2-piece molecular cluster, C3H11N2 overall, computed with ωB97M-V/def2-TZVPD.

For the LUMO energy, the calculation gives -2.974 eV. The calculation puts the HOMO-LUMO gap at 0.4487 Ha.

The geometry in ORCA input format:
```
! wB97M-V def2-TZVPD RIJCOSX def2/J DEFGRID3
* xyz 1 1
C -1.609 1.965 -0.269
N -0.465 1.788 0.249
H -2.056 2.951 -0.315
H -2.193 1.111 -0.605
H 0.169 0.213 0.110
H -0.094 2.668 0.614
C 1.891 -0.954 0.168
N 0.488 -0.733 -0.295
C -0.482 -1.752 0.191
H 1.877 -1.050 1.246
H 2.281 -1.830 -0.336
H 2.498 -0.114 -0.159
H 0.474 -0.524 -1.291
H -0.937 -1.405 1.114
H 0.019 -2.708 0.281
H -1.307 -1.831 -0.520
*
```

***

Quick one: most stable of them? #2

***

#1
C17H25N3O4S as an isolated structure, computed with ωB97M-V/def2-TZVPD.

For the LUMO energy, the calculation gives -0.235 eV. The calculation puts the HOMO-LUMO gap at 0.3029 Ha.

The geometry in ORCA input format:
```
! wB97M-V def2-TZVPD RIJCOSX def2/J DEFGRID3
* xyz 0 1
C 0.599 1.203 -5.136
C 0.806 1.292 -3.647
O 1.732 1.898 -3.176
O -0.099 0.632 -2.867
C 0.516 -0.541 -2.241
C 0.525 -0.340 -0.727
C 1.742 -0.803 0.034
C 2.090 -0.253 1.240
C 1.345 0.892 1.911
N 1.171 2.124 1.138
C 3.216 -0.760 1.977
C 4.001 -1.775 1.554
C 3.695 -2.376 0.307
N 4.323 -3.390 -0.278
S 3.523 -3.686 -1.645
N 2.376 -2.578 -1.554
C 2.564 -1.879 -0.430
H 1.404 0.615 -5.573
H 0.676 2.210 -5.540
H -0.353 0.746 -5.394
H 1.501 -0.701 -2.663
H -0.101 -1.391 -2.525
H -0.363 -0.801 -0.282
H 0.402 0.727 -0.578
H 0.395 0.524 2.291
H 1.918 1.159 2.800
H 1.866 2.214 0.410
H 0.251 2.199 0.732
H 3.421 -0.303 2.936
H 4.825 -2.139 2.152
C -5.006 2.915 -2.504
C -3.876 2.193 -1.807
O -3.756 2.223 -0.605
C -2.904 1.432 -2.676
H -5.626 3.418 -1.766
H -4.605 3.655 -3.198
H -5.618 2.203 -3.060
H -2.413 2.110 -3.376
H -3.436 0.659 -3.235
H -2.157 0.968 -2.051
C -0.647 -1.138 6.024
C -0.557 -1.495 4.561
O 0.406 -1.196 3.894
C -1.726 -2.241 3.966
H 0.252 -0.606 6.324
H -1.515 -0.501 6.201
H -0.744 -2.044 6.625
H -2.637 -1.648 4.061
H -1.866 -3.191 4.485
H -1.535 -2.435 2.913
*
```

***

#2
A 2-piece molecular cluster, C17H25N3O4S overall, computed with ωB97M-V/def2-TZVPD.

Its SMILES is CNC(=O)[C@H](CO)NC(C)=O.Oc1ccccc1C(=S)N1CCCC1. For the LUMO energy, the calculation gives 0.208 eV. The calculation puts the HOMO-LUMO gap at 0.2934 Ha.

The geometry in ORCA input format:
```
! wB97M-V def2-TZVPD RIJCOSX def2/J DEFGRID3
* xyz 0 1
C 0.402 -2.595 5.999
N 0.801 -1.993 4.729
C 0.064 -1.099 4.055
O -1.018 -0.705 4.477
C 0.617 -0.589 2.709
C -0.411 0.228 1.906
O -1.459 -0.578 1.416
N 1.254 -1.626 1.869
C 0.755 -2.836 1.598
C 1.550 -3.677 0.627
O -0.261 -3.288 2.105
H 1.232 -3.155 6.430
H -0.440 -3.270 5.833
H 0.090 -1.816 6.699
H 1.643 -2.326 4.291
H 1.406 0.111 2.979
H 0.094 0.704 1.065
H -0.826 1.013 2.540
H -1.824 -1.076 2.160
H 2.093 -1.366 1.377
H 1.008 -4.604 0.439
H 1.674 -3.136 -0.309
H 2.523 -3.906 1.057
O -1.191 2.643 -0.571
C -0.244 3.222 -1.368
C 0.654 4.127 -0.794
C 1.614 4.770 -1.581
C 1.670 4.513 -2.953
C 0.771 3.612 -3.533
C -0.182 2.947 -2.744
C -1.124 2.022 -3.382
S -2.159 2.630 -4.548
N -1.129 0.647 -3.099
C -2.124 -0.281 -3.653
C -1.946 -1.533 -2.801
C -0.490 -1.488 -2.349
C -0.201 -0.003 -2.164
H -1.417 3.234 0.164
H 0.608 4.340 0.269
H 2.308 5.474 -1.131
H 2.404 5.020 -3.573
H 0.804 3.429 -4.604
H -3.145 0.106 -3.567
H -1.909 -0.489 -4.706
H -2.604 -1.480 -1.926
H -2.179 -2.446 -3.358
H 0.156 -1.901 -3.130
H -0.333 -2.052 -1.425
H 0.845 0.230 -2.387
H -0.425 0.292 -1.136
*
```

***

Quick one: most stable of them? #2

***

#1
C3H3Br2N as an isolated structure, computed with ωB97M-V/def2-TZVPD.

For the LUMO energy (alpha / beta), the calculation gives -1.211 / -1.209 eV. The calculation puts the HOMO-LUMO gap (alpha / beta) at 0.2934 / 0.2937 Ha.

The geometry in ORCA input format:
```
! wB97M-V def2-TZVPD RIJCOSX def2/J DEFGRID3
* xyz 0 1
C -0.424 -1.176 -0.114
C 0.172 -0.323 -0.960
C 1.162 -0.107 0.213
N 0.597 -1.032 1.040
Br -2.293 1.850 0.876
Br 2.951 0.735 0.530
H -1.373 -1.657 0.038
H 0.104 0.099 -1.967
H -0.895 1.612 0.343
*
```

***

#2
C3H3Br2N as an isolated structure, computed with ωB97M-V/def2-TZVPD.

For the LUMO energy, the calculation gives -0.264 eV. The calculation puts the HOMO-LUMO gap at 0.3918 Ha.

The geometry in ORCA input format:
```
! wB97M-V def2-TZVPD RIJCOSX def2/J DEFGRID3
* xyz 0 1
C -0.288 -0.792 1.424
C 0.196 0.980 -0.383
C 0.008 -0.546 -0.496
N -0.413 -0.969 2.541
Br 1.337 -1.545 -1.071
Br -1.724 -1.106 -1.203
H 0.263 1.578 -1.288
H 1.154 0.968 0.236
H -0.535 1.431 0.239
*
```

***

Quick one: most stable of them? #2

***

#1
A 2-piece molecular cluster, C5H10N overall, computed with ωB97M-V/def2-TZVPD.

For the LUMO energy (alpha / beta), the calculation gives -3.268 / -8.727 eV. The calculation puts the HOMO-LUMO gap (alpha / beta) at 0.3131 / 0.2153 Ha.

The geometry in ORCA input format:
```
! wB97M-V def2-TZVPD RIJCOSX def2/J DEFGRID3
* xyz 1 3
C 0.343 2.249 1.064
C 0.176 1.597 0.050
C -1.493 0.556 -1.378
C 1.169 -1.431 1.176
C -0.167 0.898 -1.066
N 0.219 -1.225 0.081
H 0.773 2.635 2.026
H -2.180 0.842 -0.635
H -1.820 1.182 -2.148
H -1.396 -0.451 -1.699
H 2.088 -1.716 0.801
H 1.246 -0.433 1.833
H 0.734 -2.194 2.027
H 0.619 0.564 -1.682
H 0.400 -1.844 -0.690
H -0.711 -1.229 0.241
*
```

***

#2
An isolated ion of composition C5H10N and charge +1, computed with ωB97M-V/def2-TZVPD.

For the LUMO energy (alpha / beta), the calculation gives -6.769 / -6.984 eV. The calculation puts the HOMO-LUMO gap (alpha / beta) at 0.2551 / 0.2484 Ha.

The geometry in ORCA input format:
```
! wB97M-V def2-TZVPD RIJCOSX def2/J DEFGRID3
* xyz 1 3
C -0.264 1.574 0.528
C 0.157 1.154 -0.832
C 0.088 1.469 1.935
C -0.794 -1.710 -0.528
C 0.712 -1.333 -0.932
N 1.035 0.009 -0.830
H -0.654 1.031 -1.610
H 0.723 2.146 -1.170
H -0.023 2.372 2.570
H 1.054 1.169 2.317
H -0.828 0.949 2.202
H -1.556 -1.486 -1.298
H -0.758 -2.867 -0.266
H -1.013 -1.048 0.475
H 0.638 -1.520 -1.993
H 1.482 -1.909 -0.567
*
```

***

Quick one: most stable of them? #1